Record 1
Here is one molecule with the formula C14H18N4O2S3 at a distorted geometry from the Open Molecules 2025 dataset. Energies are from ωB97M-V/def2-TZVPD.

The geometry in XYZ format:
```
41
Properties=species:S:1:pos:R:3:forces:R:3
C 3.486 -2.817 2.213 -1.6707 -0.4179 -0.4046
S 3.801 -1.734 0.771 -0.7426 0.3091 -0.1505
C 2.351 -0.661 0.848 -0.0062 1.2529 0.5552
N 2.113 0.149 1.877 -0.6392 -0.6072 -1.4451
N 0.964 0.855 1.575 -0.2270 -0.4284 0.3779
C 0.498 0.478 0.407 1.6847 0.2250 1.1883
C -0.798 0.982 -0.164 0.4677 -0.2716 -0.9733
C -0.831 2.519 -0.360 -0.5729 -0.3127 0.0635
C -1.340 3.052 1.020 1.1772 0.5371 -1.0251
S -2.284 4.631 0.777 -0.1343 -0.6106 0.4341
C -2.106 1.881 1.653 1.5298 0.8003 0.8985
N -1.935 0.798 0.723 -1.5625 -2.8270 0.2970
S -2.336 -0.801 1.363 1.1525 -2.2329 -1.2416
C -4.086 -0.704 1.692 -0.0719 -0.0124 -0.6324
O -2.136 -1.858 0.332 -0.2530 2.8288 1.0859
O -1.690 -1.104 2.625 -0.3849 1.0654 -0.6239
N 1.391 -0.416 -0.146 -0.2765 0.1667 2.8355
C 1.434 -0.741 -1.469 0.4562 -1.1570 -2.7535
C 2.332 -0.078 -2.297 -1.0643 -1.0329 -1.2952
C 2.404 -0.403 -3.661 0.5735 0.0978 0.2835
C 1.644 -1.416 -4.217 -0.9500 -0.6699 0.1551
C 0.776 -2.122 -3.356 -0.4791 0.2625 0.1719
C 0.646 -1.751 -1.999 0.2632 -0.5858 -1.2048
H 3.115 -2.203 3.025 0.2259 0.1000 0.1879
H 4.358 -3.387 2.507 0.3703 0.2810 -0.1923
H 2.678 -3.549 1.970 0.6463 0.5528 0.0655
H -0.976 0.441 -1.112 -0.0267 0.2934 0.3817
H 0.141 2.924 -0.671 -0.2845 -0.0898 0.2201
H -1.585 2.753 -1.142 0.4711 -0.1239 0.4878
H -0.483 3.238 1.672 -0.1230 0.2293 -0.2340
H -1.274 5.421 0.376 0.0814 -0.2915 0.0790
H -3.114 2.167 1.812 -1.1835 -0.1620 0.1688
H -1.591 1.654 2.609 -0.5411 0.0944 -0.2771
H -4.628 -0.346 0.811 0.1909 0.1126 0.3020
H -4.214 -0.119 2.574 -0.1649 0.8794 0.4100
H -4.468 -1.687 1.971 0.5591 -0.2001 -0.3118
H 2.883 0.724 -1.916 0.9702 0.9828 0.5723
H 3.135 0.091 -4.291 -0.1456 0.2373 0.0905
H 1.663 -1.623 -5.311 0.1537 0.0520 1.0908
H 0.122 -2.947 -3.703 0.6196 0.6814 0.0422
H -0.060 -2.290 -1.391 -0.0892 -0.0082 0.3202
```
Positions in Å, forces in eV/Å.

As for the SMILES: CSc1nnc([C@@H]2C[C@@H](S)CN2S(C)(=O)=O)n1-c1ccccc1. The gap between HOMO and LUMO comes out at 9.2 eV. The value obtained for the molar mass is 370.53 u. The calculation puts the largest force on an atom at 3.2 eV/A. The calculation puts the electronic energy at -2108.288874 Eh.

Record 2
Here is a 2-piece molecular cluster, C28H52BClN4O3PS overall at a distorted geometry from the Open Molecules 2025 dataset. Energies are from ωB97M-V/def2-TZVPD.

The geometry in XYZ format:
```
91
Properties=species:S:1:pos:R:3:forces:R:3
C 4.085 -2.103 1.161 -0.7748 0.7169 1.0797
C 3.029 -0.812 1.324 1.3334 -0.9752 0.5863
B 1.791 -1.075 0.285 1.9371 -1.1968 -0.8009
O 2.098 -2.038 -0.834 -0.1184 3.3757 1.0975
C 0.287 -0.377 0.304 -1.3217 -2.2910 -2.4295
P -0.708 -1.549 1.517 -0.5662 -0.1675 0.5796
S 0.381 -2.501 2.791 0.3969 -0.1003 0.0278
C -0.360 -0.713 -1.157 0.3321 -0.5325 -1.8893
C -1.786 -0.049 -1.528 -1.0889 0.5709 1.4081
Cl -1.721 1.083 -3.043 0.5343 -0.9526 1.0614
C -3.034 -1.065 -1.796 -0.3828 -0.1862 0.1617
C -2.764 -2.376 -2.709 -0.5691 -1.1681 -0.5729
C -1.642 -2.240 -3.890 0.3085 -1.1751 -0.3299
C -2.468 -3.750 -1.802 -0.2838 0.4557 0.3305
C -2.238 0.919 -0.294 -1.3549 -0.2102 0.3873
C -3.445 1.997 -0.723 -0.8213 0.3052 1.5982
C -4.494 2.165 0.569 -2.8724 0.4857 3.4795
C -4.187 3.139 1.873 -2.4142 -1.8855 -0.1021
C -5.163 3.301 3.186 -0.8271 -2.5199 -2.8847
C -6.568 2.459 3.275 3.3828 0.0166 -3.8723
C -6.948 1.507 1.970 2.8844 1.8476 0.6431
C -5.952 1.347 0.636 0.9398 1.7002 2.5323
C -6.435 0.377 -0.601 -0.4948 1.3541 -0.1428
C -1.093 1.777 0.449 -3.1982 2.0993 -1.6087
N 0.232 1.058 0.767 -2.7708 1.0009 -0.0299
C 1.298 1.991 0.272 2.8564 2.2984 -2.6652
C 1.473 2.049 -1.391 0.7546 1.2894 0.6421
C 2.593 3.267 -1.640 -0.3729 0.1949 0.2261
C 3.902 2.781 -2.500 -0.3127 1.3187 0.7473
O 5.038 2.725 -1.520 -0.5108 0.3669 -2.7792
C 6.306 2.665 -2.263 0.7530 -0.8900 -0.2462
N 0.174 0.900 2.160 4.0589 1.9314 2.5425
C 0.757 1.867 2.886 1.0276 1.1758 1.2869
C 2.294 1.678 3.522 -1.3039 0.2730 1.6180
C 0.076 3.332 3.328 -0.5915 -0.8134 -0.8628
H 3.421 -3.068 1.256 1.6784 1.8399 -0.4190
H 4.789 -2.032 2.114 -1.1800 -0.3456 -2.3367
H 4.661 -2.012 0.146 -0.9794 -0.4962 2.1283
H 3.694 0.132 1.088 -1.4555 -1.5657 0.5449
H 2.722 -0.855 2.476 0.4023 0.5252 -2.7779
H 2.874 -1.657 -1.358 -1.2405 -1.0740 1.2821
H -1.808 -0.828 2.172 0.8628 -0.3134 -0.9488
H -1.389 -2.570 0.707 0.4514 1.4323 0.1600
H -0.476 -1.900 -1.200 0.3399 2.7120 0.1353
H 0.394 -0.462 -2.048 -1.6679 -0.5364 2.1377
H -3.915 -0.454 -2.285 1.9231 -1.0893 1.0094
H -3.439 -1.435 -0.746 0.8979 0.7664 -2.0409
H -3.792 -2.624 -3.264 2.1934 0.7494 1.2583
H -0.532 -2.291 -3.455 -2.4356 0.3673 -0.9268
H -1.740 -3.219 -4.565 0.1812 2.0987 1.4704
H -1.780 -1.330 -4.614 0.2492 -1.6635 1.6624
H -2.967 -4.694 -2.285 1.0720 1.8855 0.8193
H -1.320 -3.950 -1.684 -2.0982 0.3483 -0.2082
H -2.950 -3.629 -0.716 1.0516 -0.2801 -2.3475
H -2.762 0.213 0.513 1.2465 1.4502 -1.7279
H -2.967 3.060 -0.979 -1.1693 -2.4052 0.4505
H -4.110 1.608 -1.606 1.6457 0.7867 1.6912
H -3.164 3.732 1.851 -2.3878 -1.1493 0.1071
H -4.800 4.013 4.072 -0.9702 -1.7674 -2.2286
H -7.226 2.569 4.241 1.3080 -0.3839 -2.3281
H -7.978 0.913 2.068 2.6035 1.3663 -0.5709
H -6.171 0.894 -1.643 -0.4669 -1.0576 2.3055
H -7.628 0.350 -0.579 2.7453 -0.2824 0.0523
H -5.948 -0.688 -0.607 -1.0554 2.0431 0.2760
H -1.601 2.187 1.450 1.4906 -1.2510 -2.1740
H -0.928 2.762 -0.204 0.0295 -2.3675 1.2106
H 2.385 1.813 0.665 -2.3955 -0.3268 -0.3959
H 1.082 3.145 0.505 -0.0892 -2.8788 0.0366
H 0.494 2.429 -1.903 1.7560 -1.3735 0.9257
H 1.927 1.070 -1.839 -1.2051 1.7400 0.8794
H 2.034 4.187 -2.153 1.3383 -2.1435 0.9476
H 2.970 3.683 -0.597 -0.5453 -0.9182 -2.1446
H 4.142 3.639 -3.295 -0.4751 -2.1300 1.5396
H 3.694 1.743 -3.005 0.5861 1.9549 0.8228
H 6.291 3.222 -3.293 -0.2545 -0.8824 1.9481
H 7.157 3.156 -1.616 -1.8046 -1.2446 -1.1643
H 6.501 1.511 -2.490 0.0135 2.5200 0.4721
H 2.526 2.524 4.329 -0.6567 -1.7537 -1.8924
H 3.133 1.723 2.709 -1.8947 -0.3809 1.3503
H 2.273 0.663 4.115 0.2889 1.7962 -1.4348
H 0.409 3.659 4.404 -0.3873 -0.6433 -2.3347
H -1.089 3.190 3.321 2.2199 0.2673 0.0372
H 0.320 4.145 2.492 -0.2864 -1.6273 1.9249
C 4.928 -6.694 0.781 0.4697 -0.4754 0.7975
O 5.409 -7.154 1.804 -0.0608 0.0858 -0.0822
N 3.936 -5.783 0.785 -1.0871 1.0251 0.4046
N 5.343 -7.052 -0.448 0.7016 -0.5831 -1.1148
H 3.534 -5.399 -0.053 0.0322 -0.0604 0.1785
H 3.589 -5.480 1.684 0.0916 -0.1388 -0.3266
H 6.086 -7.734 -0.506 -0.2684 0.2338 -0.0088
H 4.951 -6.677 -1.296 0.0985 -0.1185 0.1485
```
Positions in Å, forces in eV/Å.

The gap between HOMO and LUMO comes out at 5.8 eV. The net charge is +1. The value obtained for the molar mass is 602.06 u. The calculation puts the largest force on an atom at 5.2 eV/A. The calculation puts the electronic energy at -2766.477662 Eh.

Record 3
Here is a 4-piece molecular cluster, C24H45N3O7PS2 overall at a distorted geometry from the Open Molecules 2025 dataset. Energies are from ωB97M-V/def2-TZVPD.

The geometry in XYZ format:
```
82
Properties=species:S:1:pos:R:3:forces:R:3
C -5.703 6.397 -3.829 0.1963 0.0282 0.0393
C -5.135 5.998 -2.490 -0.0203 -0.0822 0.1256
C -5.930 5.375 -1.531 0.1738 0.0648 -0.0494
C -5.376 5.017 -0.308 -0.0890 0.1187 -0.1509
C -4.042 5.283 -0.037 -0.0977 -0.1385 -0.0924
C -3.215 5.912 -0.975 -0.1174 0.0485 -0.0172
C -1.782 6.198 -0.617 -0.0771 -0.2285 0.1500
P -0.402 5.874 -1.935 -0.5661 0.4086 -0.8785
S 1.178 5.582 -0.220 0.4193 0.0495 0.4575
C 1.399 3.789 -0.335 -0.0101 -0.2325 -0.0599
C 1.851 3.253 0.994 -0.1101 0.0690 0.1018
O 1.150 3.119 1.951 0.1023 0.0337 0.0441
O 3.217 2.988 1.131 0.0318 -0.2664 -0.0019
C 3.783 2.108 0.189 -0.1213 0.0933 -0.0693
C 3.858 0.649 0.657 0.5506 0.4146 0.1257
C 3.953 -0.241 -0.579 0.0783 0.0450 -0.0007
O 2.718 0.386 1.491 -0.1079 -0.2448 -0.6863
C 2.531 -0.928 1.781 -0.0624 0.0572 0.3362
O 3.165 -1.497 2.623 0.2008 -0.0942 0.0005
C 1.418 -1.607 1.010 0.1580 0.2537 -0.3474
S 0.168 -2.167 2.187 -0.1630 -0.1537 0.3374
C -3.798 6.258 -2.198 -0.0463 0.0593 0.1265
H -4.904 6.459 -4.568 -0.0272 -0.0113 -0.0451
H -6.437 5.673 -4.180 -0.0828 0.0252 -0.0076
H -6.173 7.382 -3.782 -0.0926 -0.0154 0.0039
H -6.975 5.177 -1.743 -0.0090 -0.0450 0.0049
H -6.000 4.536 0.436 0.0403 -0.0287 0.0457
H -3.635 4.990 0.923 0.1022 0.0205 -0.0077
H -1.671 7.224 -0.250 0.0182 0.0900 -0.1692
H -1.532 5.551 0.226 0.0832 0.0672 0.0313
H 0.016 7.278 -1.894 0.0912 -0.1508 0.1452
H 0.680 5.577 -2.871 0.0395 -0.0093 0.1159
H -0.747 4.446 -1.891 0.0440 -0.0098 0.1120
H -1.285 6.132 -3.053 -0.0250 -0.1659 0.0678
H 0.448 3.311 -0.582 -0.0677 0.0922 0.0401
H 2.100 3.569 -1.135 0.0403 0.0143 -0.0294
H 3.239 2.130 -0.755 -0.1127 0.0643 -0.0103
H 4.803 2.438 -0.018 -0.0034 0.0116 -0.0136
H 4.765 0.530 1.257 -0.1103 -0.1121 0.1810
H 4.472 0.309 -1.367 0.1033 -0.0330 0.0278
H 4.515 -1.157 -0.399 -0.1423 -0.0996 0.0524
H 2.964 -0.473 -0.973 -0.0412 -0.0132 0.0142
H 1.856 -2.440 0.460 -0.0359 -0.1036 0.0967
H 0.987 -0.910 0.299 -0.1084 0.0377 0.0881
H -0.879 -2.088 1.360 -0.0299 0.0568 -0.1240
H -3.198 6.748 -2.952 0.0628 0.0178 0.0105
C -2.992 -7.082 0.808 0.0991 -0.0473 0.1466
C -1.828 -6.154 1.065 -0.0085 0.0347 -0.0564
O -0.796 -6.217 0.414 -0.0064 -0.0165 -0.0009
N -1.969 -5.228 2.052 -0.0523 -0.0066 0.0361
C -3.116 -5.007 2.907 0.1660 0.0591 -0.0228
H -2.727 -7.742 -0.006 0.0060 -0.0006 -0.0565
H -3.216 -7.676 1.697 -0.0472 0.0554 0.0155
H -3.881 -6.524 0.517 -0.0350 -0.0276 0.0037
H -1.164 -4.633 2.181 0.0813 -0.0076 -0.0383
H -3.504 -3.994 2.783 -0.0462 -0.0147 -0.0033
H -2.847 -5.142 3.957 -0.0404 -0.0260 0.0099
H -3.907 -5.708 2.662 -0.0240 -0.0033 0.0045
C -2.531 -8.886 -3.657 -0.0403 -0.0112 0.0275
C -2.863 -7.499 -3.156 0.0816 0.0480 0.0649
O -3.605 -7.318 -2.205 -0.1009 -0.0685 -0.1083
N -2.291 -6.449 -3.798 -0.0346 0.0001 -0.0990
C -1.383 -6.471 -4.926 -0.0562 0.1220 0.1216
H -3.061 -9.602 -3.038 -0.0179 0.0186 0.0210
H -2.844 -9.013 -4.695 0.0464 -0.0121 -0.0173
H -1.460 -9.079 -3.587 0.0062 -0.0030 -0.0403
H -2.539 -5.555 -3.406 0.0320 0.0047 0.0297
H -0.429 -6.013 -4.661 0.0290 -0.0396 -0.0180
H -1.803 -5.924 -5.772 0.0102 -0.0368 -0.0311
H -1.196 -7.493 -5.239 0.0092 -0.0151 -0.0132
C 6.649 -0.599 4.916 0.0745 -0.0270 -0.0240
C 7.387 0.674 4.564 -0.0262 -0.0147 -0.0159
O 8.602 0.700 4.432 0.0009 -0.0077 0.0078
N 6.638 1.792 4.395 -0.0322 -0.1410 0.0776
C 5.194 1.930 4.511 0.2442 0.2474 -0.1924
H 7.381 -1.395 5.012 0.0290 0.0150 -0.0046
H 6.113 -0.491 5.859 -0.0477 -0.0084 -0.0174
H 5.929 -0.866 4.140 -0.0522 0.0063 0.0384
H 7.177 2.609 4.157 -0.0080 0.0115 -0.0131
H 4.783 2.279 3.563 -0.1879 -0.0296 0.0635
H 4.952 2.659 5.286 -0.1012 -0.0402 0.0070
H 4.735 0.981 4.763 -0.0094 -0.0205 -0.0237
```
Positions in Å, forces in eV/Å.

The gap between HOMO and LUMO comes out at 6.1 eV. The net charge is -1. The value obtained for the molar mass is 582.75 u. The calculation puts the largest force on an atom at 1.1 eV/A. The calculation puts the electronic energy at -2770.154657 Eh.

Record 4
Here is one molecule with the formula C21H25N5O4S at a distorted geometry from the Open Molecules 2025 dataset. Energies are from ωB97M-V/def2-TZVPD.

The geometry in XYZ format:
```
56
Properties=species:S:1:pos:R:3:forces:R:3
C -5.103 -3.011 -1.632 -0.2024 0.0570 -0.0206
O -3.751 -3.372 -1.496 0.3413 -0.0345 0.0832
C -2.947 -2.604 -0.709 0.1288 0.0256 0.0490
C -3.353 -1.468 -0.019 -0.2093 -0.1571 -0.1944
C -2.446 -0.763 0.755 0.1369 -0.2738 0.0730
C -1.119 -1.160 0.831 -0.7300 -0.2796 -0.3820
N -0.181 -0.406 1.550 -0.0677 1.1260 -0.0673
C 0.674 -1.065 2.519 0.3413 -0.0990 0.3167
C 2.065 -1.390 1.957 -0.3271 0.2591 0.2518
O 2.469 -2.529 1.835 0.0321 -0.4520 -0.0465
N 2.775 -0.296 1.647 0.2619 0.3873 0.0332
C 4.116 -0.375 1.103 -0.0426 -0.2216 -0.0343
C 4.113 -0.211 -0.393 0.1476 0.1457 -0.0942
C 4.560 0.950 -1.010 -0.0377 -0.2296 -0.0069
C 4.500 1.047 -2.391 -0.0311 -0.0373 0.0082
C 3.984 -0.026 -3.101 0.1413 0.3496 -0.1297
N 3.552 -1.136 -2.526 -0.2141 -0.4161 -0.2904
C 3.617 -1.224 -1.211 0.1105 0.0868 0.3150
S -0.414 1.237 1.753 -0.0475 0.0156 -0.5260
O -1.379 1.523 2.780 -0.0917 -0.1166 -0.1412
O 0.907 1.781 1.961 0.0567 0.0431 0.0660
C -1.022 1.760 0.193 0.0394 -0.0551 0.4391
C -0.406 1.553 -1.061 -0.0794 0.1023 -0.0049
C 0.862 0.838 -1.330 -0.0416 0.0259 -0.1584
N -1.135 2.107 -2.009 0.6836 -0.3351 -0.5929
N -2.192 2.664 -1.411 0.1280 -0.2134 1.0387
C -3.178 3.359 -2.186 -0.3175 0.2349 -0.1971
C -2.174 2.486 -0.075 -0.0013 -0.0235 0.1091
C -3.227 3.010 0.825 -0.0607 0.0163 0.0369
C -0.715 -2.312 0.155 -0.0635 0.1752 0.0955
C -1.620 -3.025 -0.599 -0.2463 -0.0275 -0.0500
H -5.212 -2.019 -2.082 0.0056 -0.0268 0.0301
H -5.625 -3.033 -0.670 0.0229 0.0163 -0.0306
H -5.541 -3.755 -2.295 -0.0183 0.0820 0.0517
H -4.377 -1.129 -0.057 -0.1027 -0.0031 -0.0234
H -2.776 0.089 1.328 -0.1428 0.0109 0.0412
H 0.784 -0.391 3.373 0.0863 -0.2068 0.0927
H 0.208 -1.996 2.853 0.0592 0.1800 -0.0802
H 2.321 0.610 1.730 0.0876 -0.1776 0.0022
H 4.733 0.396 1.571 -0.0063 -0.1142 -0.0410
H 4.502 -1.365 1.364 0.0344 0.2109 0.0323
H 4.954 1.765 -0.417 0.0332 0.0708 0.0652
H 4.844 1.933 -2.902 0.0153 0.0626 -0.0712
H 3.914 -0.002 -4.181 0.0319 0.0965 -0.0906
H 3.261 -2.150 -0.778 -0.0324 -0.0920 0.1610
H 1.648 1.232 -0.688 0.1028 -0.0422 -0.0218
H 1.141 0.965 -2.372 0.0603 -0.0185 -0.0411
H 0.751 -0.225 -1.122 0.0514 -0.0812 0.0051
H -4.159 2.898 -2.063 0.0249 0.0200 -0.0293
H -3.238 4.406 -1.884 -0.0043 -0.0270 -0.0354
H -2.875 3.297 -3.228 -0.0204 0.0006 0.0776
H -4.197 2.586 0.567 -0.0950 -0.0056 0.0183
H -3.298 4.094 0.740 -0.0436 0.0637 0.0277
H -2.979 2.749 1.850 -0.1198 0.0712 -0.0228
H 0.306 -2.650 0.237 0.1776 -0.0569 -0.0327
H -1.320 -3.917 -1.124 0.0542 -0.1124 -0.0637
```
Positions in Å, forces in eV/Å.

The calculation puts the energy above the lowest of the compared OMol25 structures with the same formula, charge and spin at 2.123 eV. As for the SMILES: COc1ccc(N(CC(=O)NCc2cccnc2)S(=O)(=O)c2c(C)nn(C)c2C)cc1. The gap between HOMO and LUMO comes out at 8.7 eV. The value obtained for the molar mass is 443.53 u. The calculation puts the largest force on an atom at 1.1 eV/A. The calculation puts the electronic energy at -1788.156226 Eh.